(1)
{
  "formula": "C4H5NO",
  "method": "the ωB97M-V functional and the def2-TZVPD basis",
  "species": ["C", "C", "O", "C", "C", "N", "H", "H", "H", "H", "H"],
  "coordinates": [[-1.2861, -0.4072, -0.1869], [-0.3745, 0.7634, -0.0139], [0.2665, 0.5468, 1.3441], [1.0459, 0.5101, 0.1913], [1.6132, -0.7525, -0.2693], [2.0807, -1.7175, -0.7009], [-1.0927, -0.6622, 0.8614], [-2.3352, -0.1733, -0.3835], [-0.9167, -1.2288, -0.8069], [-0.7310, 1.7786, -0.1728], [1.7300, 1.3426, 0.1374]],
  "lowdin_charge": [-0.0317, -0.2110, -0.0323, -0.3115, -0.1406, 0.1697, 0.0962, 0.0853, 0.0835, 0.1455, 0.1469],
  "total_charge": 0,
  "spin_multiplicity": 1,
  "orbital_gap_ha": 0.4350,
  "e_above_lowest_kcal_mol": 53.8,
  "smiles": "C[C@H]1O[C@H]1C#N",
  "homo_energy_ev": -10.97
}

(2)
{
  "formula": "C15H34O6",
  "method": "the ωB97M-V functional and the def2-TZVPD basis",
  "species": ["C", "O", "C", "C", "C", "C", "C", "C", "C", "C", "C", "O", "C", "O", "O", "H", "H", "H", "H", "H", "H", "H", "H", "H", "H", "H", "H", "H", "H", "H", "H", "H", "H", "H", "H", "H", "H", "C", "C", "O", "H", "H", "H", "H", "H", "H", "C", "C", "O", "H", "H", "H", "H", "H", "H"],
  "coordinates": [[2.2336, -1.9602, 0.9255], [2.6472, -0.9975, -0.0258], [1.5567, -0.4856, -0.7607], [0.6823, 0.5006, 0.0087], [-0.4580, 1.0320, -0.8722], [-1.4709, 1.8983, -0.0759], [-2.9530, 1.4648, -0.2935], [-3.5597, 0.9838, 1.0397], [-4.7194, -0.0263, 0.8610], [-6.0924, 0.6485, 0.8060], [-7.1950, -0.2248, 0.1325], [-6.7990, -1.6029, 0.0342], [-7.1850, -2.2084, -1.0819], [-7.5893, -3.2940, -1.0452], [-7.0508, -1.5544, -2.2705], [1.9304, -2.9118, 0.4772], [1.4563, -1.5934, 1.5996], [3.0962, -2.1690, 1.5597], [0.9341, -1.2721, -1.2114], [1.9970, 0.0621, -1.5981], [0.2455, 0.0864, 0.9182], [1.3028, 1.3657, 0.2578], [-0.9606, 0.2343, -1.4227], [-0.0142, 1.6873, -1.6275], [-1.2216, 1.8283, 0.9851], [-1.3344, 2.9437, -0.3509], [-3.0121, 0.7154, -1.0821], [-3.4848, 2.3594, -0.6214], [-2.7951, 0.4789, 1.6270], [-3.9700, 1.8517, 1.5591], [-4.5358, -0.6865, 0.0161], [-4.7162, -0.6493, 1.7575], [-6.4515, 0.8500, 1.8160], [-6.0520, 1.6176, 0.3062], [-7.3954, 0.2283, -0.8359], [-8.0878, -0.1685, 0.7522], [-6.4520, -2.1003, -2.7974], [5.4977, -1.4286, -1.7094], [6.1707, -1.4659, -3.0688], [6.4791, -0.1504, -3.5245], [4.5817, -0.8407, -1.7515], [5.2523, -2.4349, -1.3659], [6.1493, -0.9556, -0.9692], [5.5127, -1.9184, -3.8094], [7.0955, -2.0514, -3.0266], [7.0711, 0.2507, -2.8786], [4.2066, 1.9536, 2.7104], [5.5286, 1.2241, 2.5563], [5.3218, -0.1742, 2.3901], [3.6560, 1.5652, 3.5684], [4.3630, 3.0252, 2.8485], [3.5790, 1.8029, 1.8284], [6.1449, 1.3577, 3.4445], [6.0807, 1.6083, 1.6916], [4.7831, -0.2995, 1.5993]],
  "lowdin_charge": [-0.1020, -0.2072, -0.2459, -0.1883, -0.2034, -0.1922, -0.1910, -0.2007, -0.1999, -0.1573, -0.1422, 0.0305, -0.6530, 0.1891, 0.1048, 0.0916, 0.0814, 0.0850, 0.1273, 0.1255, 0.1034, 0.1171, 0.1032, 0.1103, 0.0946, 0.1018, 0.0979, 0.1027, 0.1021, 0.1124, 0.1063, 0.1119, 0.1088, 0.1103, 0.1193, 0.1249, 0.1306, -0.0924, -0.3217, -0.0866, 0.0590, 0.0784, 0.0730, 0.1103, 0.1067, 0.0779, -0.0893, -0.3192, -0.0899, 0.0762, 0.0729, 0.0611, 0.1103, 0.1069, 0.0566],
  "total_charge": 0,
  "spin_multiplicity": 1,
  "orbital_gap_ha": 0.3867,
  "smiles": "COCCCCCCCCCOC(=O)O.CCO.CCO",
  "homo_energy_ev": -10.03
}

(3)
{
  "formula": "C2HF2HgO",
  "method": "the ωB97M-V functional and the def2-TZVPD basis",
  "species": ["F", "C", "C", "O", "H", "F", "Hg"],
  "coordinates": [[-0.1768, -0.9756, 0.8056], [0.3290, 0.8793, -0.8527], [0.5440, 0.0261, 0.2576], [1.0774, -0.3072, -0.9556], [-0.3662, 1.2084, -1.6241], [0.9490, 0.8336, 1.2862], [-2.3564, -1.6646, 1.0830]],
  "lowdin_charge": [-0.0808, 0.1347, -0.5857, 0.1631, 0.1277, 0.1278, 1.1132],
  "total_charge": 1,
  "spin_multiplicity": 3,
  "orbital_gap_ha": [0.3157, 0.2386],
  "e_above_lowest_kcal_mol": 18.9,
  "homo_energy_ev": [-13.24, -15.95]
}

(4)
{
  "formula": "H24NO15",
  "method": "the ωB97M-V functional and the def2-TZVPD basis",
  "species": ["N", "O", "O", "O", "O", "H", "H", "O", "H", "H", "O", "H", "H", "O", "H", "H", "O", "H", "H", "O", "H", "H", "O", "H", "H", "O", "H", "H", "O", "H", "H", "O", "H", "H", "O", "H", "H", "O", "H", "H"],
  "coordinates": [[0.3591, 0.0920, -0.3347], [-0.2043, 1.1669, -0.4358], [0.0756, -0.7299, -1.2732], [0.6977, -0.3701, 0.8002], [1.1105, -3.5814, -1.1791], [0.7012, -3.8039, -2.0095], [0.4860, -2.9249, -0.8301], [0.4658, 3.7566, -0.3511], [1.2897, 3.8546, -0.7677], [0.2897, 2.7997, -0.3207], [1.1203, -1.3189, -3.8438], [1.5626, -2.1519, -4.0501], [0.8550, -1.3961, -2.9416], [-1.1092, -2.8568, 0.8669], [-0.9580, -1.9765, 1.1798], [-0.6547, -3.4705, 1.4795], [-0.7980, 1.5116, -3.4308], [-0.5534, 1.5205, -2.5008], [-0.1979, 0.8520, -3.8426], [-0.1478, 2.9314, 2.2537], [0.6217, 2.8788, 1.6477], [-0.1067, 3.7934, 2.7503], [-2.0577, -0.2131, 1.5942], [-1.2673, 0.2416, 1.3189], [-2.5191, -0.1738, 0.7421], [2.3495, -2.8069, 1.4340], [2.4588, -3.7152, 1.2698], [2.2080, -2.4884, 0.5520], [-2.5036, -0.6195, -2.1190], [-2.8969, -1.4468, -1.8668], [-1.6840, -0.5614, -1.6592], [-2.6962, 3.1668, -0.7359], [-1.8200, 3.1193, -1.0633], [-2.5055, 3.4101, 0.2029], [2.9189, -0.2779, 2.8171], [2.7748, 0.6418, 3.0574], [2.1966, -0.5536, 2.2929], [0.0731, 0.4824, 3.4940], [0.2862, -0.0388, 2.7378], [-0.2206, 1.2568, 3.0648]],
  "lowdin_charge": [-0.4417, -0.0162, -0.0564, -0.0276, -0.0643, 0.0261, -0.0008, -0.0475, 0.0181, -0.0191, -0.0485, 0.0344, -0.0346, -0.0585, -0.0261, 0.0592, -0.0676, -0.0192, 0.0323, -0.0746, 0.0423, 0.0858, -0.0341, -0.0219, 0.0539, -0.0220, 0.0080, 0.0016, -0.0352, 0.0251, -0.0479, -0.0510, -0.0311, 0.0526, -0.0536, 0.0282, -0.0556, -0.0373, -0.0309, -0.0443],
  "total_charge": -1,
  "spin_multiplicity": 1,
  "orbital_gap_ha": 0.3775,
  "e_above_lowest_kcal_mol": 30.4,
  "homo_energy_ev": -7.65
}

(5)
{
  "formula": "C17H14N6O2S2",
  "method": "the ωB97M-V functional and the def2-TZVPD basis",
  "species": ["O", "C", "N", "C", "N", "C", "C", "S", "H", "H", "H", "C", "H", "H", "S", "C", "N", "N", "C", "N", "C", "C", "C", "C", "C", "O", "H", "H", "H", "H", "H", "C", "C", "C", "N", "C", "C", "H", "H", "H", "H"],
  "coordinates": [[-0.6488, 4.4661, -0.1367], [-0.6904, 3.7249, -1.0851], [0.0960, 3.9983, -2.1900], [0.2167, 3.3111, -3.3620], [-0.4187, 2.2443, -3.6973], [-0.0602, 1.8093, -4.9294], [0.8699, 2.5585, -5.5674], [1.3469, 3.8946, -4.5845], [1.3015, 2.4179, -6.5364], [-0.5255, 0.9210, -5.3140], [0.6710, 4.8277, -2.0924], [-1.5489, 2.4923, -1.1610], [-2.1542, 2.4049, -0.2585], [-2.1483, 2.4847, -2.0695], [-0.4932, 1.0064, -1.2306], [-0.7285, 0.4552, 0.4045], [-1.5749, 0.9334, 1.2770], [-1.4656, 0.2007, 2.3890], [-0.5492, -0.7112, 2.2034], [-0.0316, -0.5939, 0.9323], [0.8826, -1.4630, 0.2304], [0.5933, -2.8963, 0.5393], [-0.5754, -3.5998, 0.5398], [-0.2465, -4.9059, 0.9766], [1.0933, -4.8970, 1.2045], [1.6106, -3.6850, 0.9442], [1.7700, -5.6565, 1.5404], [-0.9181, -5.7293, 1.1015], [-1.5448, -3.2339, 0.2691], [0.7599, -1.2577, -0.8396], [1.9190, -1.2396, 0.5065], [-0.1589, -1.7045, 3.1907], [-1.1417, -2.3248, 3.9603], [-0.7511, -3.2876, 4.8746], [0.5072, -3.6491, 5.0626], [1.4400, -3.0355, 4.3558], [1.1702, -2.0570, 3.4139], [1.9763, -1.5772, 2.8815], [2.4574, -3.3473, 4.5536], [-1.4800, -3.8033, 5.4857], [-2.1763, -2.0535, 3.8288]],
  "lowdin_charge": [0.1020, -0.5167, 0.0947, -0.6328, -0.0228, -0.2333, -0.4042, 1.0390, 0.0580, 0.1086, 0.1490, -0.3302, 0.0739, 0.0819, 1.0128, -0.6036, 0.0218, 0.0867, -0.2629, 0.0064, -0.0608, -0.2813, -0.0115, -0.0448, -0.1096, 0.0343, 0.1232, 0.1036, 0.1209, 0.1036, 0.1396, -0.1538, 0.0006, -0.1397, 0.0609, -0.1425, -0.0122, 0.1157, 0.1079, 0.1047, 0.1129],
  "total_charge": 0,
  "spin_multiplicity": 1,
  "orbital_gap_ha": 0.3248,
  "e_above_lowest_kcal_mol": 19.4,
  "smiles": "O=C(CSc1nnc(-c2ccncc2)n1Cc1ccco1)Nc1nccs1",
  "homo_energy_ev": -8.42
}

(6)
{
  "formula": "C41H71CsN7O8P",
  "method": "the ωB97M-V functional and the def2-TZVPD basis",
  "species": ["Cs", "C", "N", "C", "C", "O", "C", "O", "C", "C", "O", "N", "C", "C", "H", "H", "H", "H", "H", "H", "H", "H", "H", "H", "H", "H", "H", "H", "H", "H", "C", "O", "C", "C", "O", "C", "H", "H", "H", "H", "H", "H", "H", "H", "H", "H", "N", "N", "C", "N", "N", "N", "O", "O", "H", "H", "H", "H", "H", "O", "P", "C", "C", "C", "C", "C", "C", "C", "C", "C", "C", "C", "C", "C", "C", "C", "C", "C", "C", "H", "H", "H", "H", "H", "H", "H", "H", "H", "H", "H", "H", "H", "H", "H", "H", "H", "H", "H", "H", "H", "H", "H", "H", "H", "H", "H", "H", "H", "H", "H", "H", "H", "C", "C", "C", "C", "C", "C", "C", "C", "C", "C", "H", "H", "H", "H", "H", "H", "H"],
  "coordinates": [[1.5786, -0.1267, 1.3202], [5.3163, -2.3861, -2.1439], [3.9902, -1.8037, -2.2640], [3.8615, -0.7372, -3.2419], [3.0439, -1.9240, -1.2936], [2.0129, -1.2726, -1.2955], [3.3921, -2.8827, -0.1593], [2.4075, -2.7908, 0.8308], [2.8175, -3.2766, 2.0847], [1.6883, -3.0544, 3.0981], [0.6221, -2.5682, 2.7665], [1.9727, -3.4030, 4.3732], [0.9861, -3.1449, 5.4102], [3.2049, -4.0640, 4.7638], [5.7684, -2.4186, -3.1341], [5.2724, -3.4074, -1.7718], [5.9538, -1.7874, -1.4867], [3.9606, -1.1372, -4.2518], [4.6399, 0.0158, -3.0827], [2.8928, -0.2692, -3.1225], [4.3714, -2.5891, 0.2402], [3.4804, -3.9050, -0.5538], [3.7136, -2.7384, 2.4233], [3.0694, -4.3443, 2.0379], [0.2167, -2.4933, 5.0069], [1.4731, -2.6459, 6.2482], [0.5300, -4.0745, 5.7590], [4.0742, -3.6197, 4.2825], [3.1863, -5.1348, 4.5428], [3.3343, -3.9405, 5.8370], [0.0796, 3.6843, 2.2941], [-0.5192, 2.5887, 1.6113], [-1.6846, 2.0813, 2.2403], [-1.4266, 1.3430, 3.5408], [-1.0054, 0.0048, 3.3741], [-2.0754, -0.8748, 3.0787], [-0.6658, 4.4668, 2.4808], [0.8617, 4.0819, 1.6496], [0.5406, 3.3704, 3.2290], [-2.1368, 1.4053, 1.5147], [-2.3784, 2.9127, 2.4393], [-2.3482, 1.3736, 4.1383], [-0.6361, 1.8398, 4.1038], [-2.8872, -0.7417, 3.8053], [-1.6793, -1.8845, 3.1569], [-2.4526, -0.7278, 2.0616], [0.3564, 2.5328, -1.1598], [1.4858, 3.3181, -1.4338], [2.7578, 2.9676, -1.1621], [3.7333, 3.7619, -1.6267], [2.8986, 1.8446, -0.4671], [4.1371, 1.3628, -0.1923], [5.1815, 1.9320, -0.5068], [4.1313, 0.2861, 0.3860], [0.5899, 1.5513, -1.2911], [0.0610, 2.6553, -0.1893], [1.3369, 4.0253, -2.1346], [3.4970, 4.6693, -1.9874], [4.6776, 3.5409, -1.3475], [-2.0985, -0.6214, -0.2990], [-3.0216, -0.7814, -1.4708], [-3.4094, -2.5708, -1.5973], [-2.1574, -3.4412, -1.8264], [-1.8881, -3.7549, -3.2968], [-3.1202, -4.3364, -3.9807], [-4.3115, -3.3912, -3.8693], [-4.6184, -3.0651, -2.4113], [-2.2192, -0.0275, -2.9390], [-0.7074, -0.3406, -2.9283], [0.0178, 0.5805, -3.9043], [-0.5555, 0.4498, -5.3126], [-2.0587, 0.7044, -5.3284], [-2.7844, -0.2205, -4.3498], [-4.6748, -0.0325, -1.1375], [-5.5491, 0.4626, -2.3005], [-5.1756, 1.8557, -2.8105], [-5.0689, 2.8695, -1.6731], [-4.1127, 2.3858, -0.5823], [-4.5769, 1.0382, -0.0443], [-3.6655, -2.6887, -0.5353], [-2.3208, -4.3874, -1.2990], [-1.2899, -2.9788, -1.3516], [-1.0490, -4.4503, -3.3725], [-1.5761, -2.8491, -3.8233], [-3.3768, -5.2917, -3.5081], [-2.9062, -4.5523, -5.0299], [-5.1914, -3.8428, -4.3332], [-4.1072, -2.4729, -4.4255], [-4.9717, -3.9839, -1.9290], [-5.4487, -2.3581, -2.3477], [-2.3093, 1.0380, -2.6879], [-0.5315, -1.3810, -3.2152], [-0.3212, -0.2536, -1.9150], [1.0851, 0.3574, -3.9204], [-0.0905, 1.6173, -3.5614], [-0.3617, -0.5628, -5.6852], [-0.0482, 1.1376, -5.9935], [-2.4531, 0.5690, -6.3379], [-2.2546, 1.7471, -5.0514], [-2.6258, -1.2530, -4.6717], [-3.8552, -0.0464, -4.3958], [-5.1926, -0.8838, -0.6820], [-6.5756, 0.5154, -1.9193], [-5.5774, -0.2518, -3.1236], [-5.9228, 2.1775, -3.5402], [-4.2255, 1.8298, -3.3445], [-6.0587, 3.0242, -1.2286], [-4.7485, 3.8354, -2.0688], [-4.0671, 3.1107, 0.2339], [-3.0902, 2.3104, -0.9738], [-5.5779, 1.1584, 0.3883], [-3.9303, 0.6768, 0.7535], [4.7573, 4.8796, 4.0804], [4.1525, 4.3959, 2.8971], [3.3473, 3.2913, 2.9543], [3.0850, 2.5926, 4.1661], [2.2300, 1.4327, 4.1454], [2.0646, 0.8361, 5.3854], [2.6738, 1.3087, 6.5810], [3.4790, 2.4134, 6.5701], [3.7077, 3.0925, 5.3495], [4.5377, 4.2431, 5.2704], [5.3961, 5.7538, 4.0432], [4.3298, 4.9040, 1.9554], [2.8420, 2.8914, 2.0764], [1.4179, -0.0378, 5.4793], [2.4926, 0.7857, 7.5167], [3.9468, 2.7786, 7.4783], [5.0045, 4.6109, 6.1787]],
  "lowdin_charge": [1.2890, -0.0428, -0.1370, -0.0268, -0.4494, -0.0625, -0.1421, -0.2543, -0.1391, -0.4531, -0.0235, -0.1336, -0.0214, -0.0398, 0.0926, 0.0854, 0.1027, 0.0946, 0.0967, 0.0562, 0.1315, 0.1436, 0.1355, 0.1421, 0.0822, 0.0906, 0.0941, 0.0852, 0.0948, 0.0919, -0.0802, -0.2696, -0.1834, -0.1956, -0.2387, -0.1000, 0.0961, 0.0805, 0.0696, 0.0944, 0.1277, 0.1256, 0.1111, 0.0898, 0.0732, 0.0562, 0.0863, -0.0009, -0.3929, 0.1963, 0.0663, -0.4265, 0.0325, -0.1297, 0.0500, 0.0532, 0.1405, 0.1153, 0.0871, -0.3265, 0.8110, -0.3345, -0.1732, -0.1985, -0.1986, -0.1980, -0.1780, -0.3194, -0.1942, -0.1921, -0.1963, -0.1896, -0.1958, -0.3381, -0.1862, -0.1952, -0.1939, -0.1931, -0.1942, 0.1206, 0.1205, 0.1079, 0.1141, 0.0776, 0.1149, 0.1093, 0.1120, 0.0844, 0.1208, 0.0908, 0.1074, 0.1016, 0.0738, 0.0903, 0.1007, 0.1170, 0.1084, 0.1117, 0.1148, 0.0908, 0.0898, 0.1131, 0.1213, 0.0901, 0.1144, 0.0850, 0.1143, 0.1091, 0.1098, 0.1073, 0.1244, 0.0778, -0.1144, -0.1092, -0.0925, -0.2410, -0.1456, -0.1869, -0.1232, -0.0840, -0.1906, -0.0592, 0.0886, 0.0833, 0.0642, 0.0526, 0.0832, 0.0949, 0.1006],
  "total_charge": 0,
  "spin_multiplicity": 1,
  "orbital_gap_ha": 0.1920,
  "e_above_lowest_kcal_mol": 43.3,
  "homo_energy_ev": -5.28
}

no.,DFT total energy (eV)
1,-7764.1914
2,-28389.7239
3,-13733.7318
4,-32591.4303
5,-52561.4721
6,-80313.4794